The following is a quantum chemistry calculation of 2 unconnected molecules or ions with the total composition C5H15FN5, from the OMol25 dataset.

Each line ends with the Mulliken charge.
Geometry (Å):
C1 0.002 0.960 -0.659  -0.372
C2 -2.147 0.797 0.452  0.166
C3 2.149 1.178 0.538  -0.119
C4 0.181 -2.659 0.330  -1.089
C5 1.029 -1.906 -0.620  0.111
N1 -0.719 1.024 0.493  -0.135
N2 1.361 1.199 -0.607  -0.046
N3 -2.728 1.291 -0.797  -0.696
N4 3.463 1.278 0.312  -0.372
N5 -2.565 -0.632 0.601  -0.593
F1 2.031 -1.201 0.004  -0.228
H1 -0.509 0.899 -1.694  0.339
H2 -2.327 1.383 1.419  0.323
H3 1.779 1.303 1.472  0.474
H4 -0.463 -3.164 -0.328  0.316
H5 -0.389 -1.866 1.063  0.160
H6 0.736 -3.276 0.930  0.427
H7 1.529 -2.157 -1.601  0.372
H8 -0.215 0.574 1.260  0.278
H9 1.688 1.243 -1.548  0.255
H10 -2.360 2.202 -0.946  0.244
H11 -3.729 1.537 -0.769  0.273
H12 3.926 1.004 1.150  0.281
H13 3.658 1.011 -0.623  0.228
H14 -3.439 -0.813 0.101  0.281
H15 -1.941 -1.207 0.068  0.122

**Largest force on an atom**: 5.61 eV/Å
**Orbital gap (alpha / beta)**: 7.27 / 8.02 eV
**Multiplicity**: 1
**E_LUMO (alpha / beta)**: -3.387 / -3.758 eV
**Net charge**: +1



The following is a quantum chemistry calculation of a molecular structure, C5H15IN2O2Pt, from the OMol25 dataset.

Each line ends with the Mulliken charge.
Geometry (Å):
C1 -0.220 -1.298 -3.027  -1.292
C2 1.328 1.082 -1.721  -1.397
H1 0.824 -1.611 -3.031  0.519
H2 -0.236 -0.431 -3.676  0.338
H3 -0.978 -2.062 -3.211  0.470
H4 1.441 1.621 -0.769  0.437
H5 2.053 0.308 -1.869  0.525
H6 0.984 1.641 -2.602  0.551
Pt1 -0.232 -0.157 -1.392  1.288
C3 -1.156 1.707 -1.565  -1.313
H7 -0.547 2.530 -1.157  0.519
H8 -2.102 1.756 -1.016  0.344
H9 -1.396 1.947 -2.608  0.435
I1 -0.150 -2.468 -0.133  0.410
C4 0.702 -1.497 3.674  -0.642
O1 1.442 -0.486 2.938  -0.301
C5 0.873 0.102 1.885  0.680
O2 1.498 0.813 1.114  -0.479
N1 -0.522 -0.191 1.823  -0.419
N2 -1.070 0.406 0.611  -0.590
H10 -0.043 -1.047 4.325  0.327
H11 1.443 -1.974 4.304  0.283
H12 0.224 -2.206 3.000  0.235
H13 -1.013 0.030 2.694  0.325
H14 -2.049 0.059 0.606  0.346
H15 -1.096 1.426 0.802  0.399

**Relative energy (zero: lowest compared OMol25 entry of this formula, charge and spin)**: 85.3 kcal/mol
**Largest force on an atom**: 3.50 eV/Å
**Orbital gap (alpha / beta)**: 6.06 / 6.15 eV
**<S²>**: 6.012
**Multiplicity**: 5
**E_LUMO (alpha / beta)**: -9.039 / -12.221 eV
**Net charge**: +2



The following is a quantum chemistry calculation of 2 unconnected molecules or ions with the total composition C5H15N, from the OMol25 dataset.

Each line ends with the Mulliken charge.
Geometry (Å):
C1 -1.942 1.852 -0.405  -1.029
C2 -0.894 2.928 -0.322  -0.244
C3 0.553 2.428 -0.400  -0.992
H1 -1.890 1.237 -1.309  0.293
H2 -2.982 2.130 -0.303  0.345
H3 -1.732 1.215 0.467  0.206
H4 -1.057 3.450 0.627  0.247
H5 -1.082 3.813 -0.951  0.329
H6 0.747 1.848 0.499  0.250
H7 0.633 1.815 -1.299  0.261
H8 1.306 3.190 -0.586  0.328
C4 0.216 -2.211 1.382  -0.709
N1 0.434 -3.153 0.286  -0.387
C5 1.641 -2.908 -0.462  -0.742
H9 1.059 -2.330 2.062  0.324
H10 0.098 -1.157 1.090  0.145
H11 -0.663 -2.452 1.972  0.311
H12 -0.393 -3.088 -0.295  0.247
H13 1.569 -1.956 -1.007  0.246
H14 1.839 -3.693 -1.199  0.285
H15 2.540 -2.959 0.154  0.286

**Relative energy (zero: lowest compared OMol25 entry of this formula, charge and spin)**: 16.3 kcal/mol
**Largest force on an atom**: 2.19 eV/Å
**Orbital gap**: 9.76 eV
**Multiplicity**: 1
**E_LUMO**: 1.000 eV



The following is a quantum chemistry calculation of a molecular structure, C5H15N2, from the OMol25 dataset.

Each line ends with the Mulliken charge.
Geometry (Å):
C1 1.779 1.413 -0.310  -0.867
C2 1.336 1.323 1.137  -0.523
C3 -0.875 1.289 1.622  -0.726
N1 0.131 0.543 1.296  -0.269
H1 1.876 0.383 -0.757  0.117
H2 1.043 2.056 -0.948  0.185
H3 2.793 1.854 -0.379  0.389
H4 2.127 0.820 1.762  0.228
H5 1.269 2.340 1.600  0.381
H6 -1.885 0.954 1.351  0.266
H7 -0.674 2.239 2.154  0.223
H8 0.141 -0.598 0.530  0.281
C4 -2.025 -1.205 -1.451  -1.052
C5 -0.488 -1.401 -1.598  -0.324
N2 0.107 -1.659 -0.271  -0.462
H9 -2.209 -0.221 -0.966  0.228
H10 -2.524 -1.209 -2.435  0.347
H11 -2.469 -2.038 -0.841  0.295
H12 -0.337 -2.319 -2.200  0.405
H13 -0.008 -0.522 -2.067  0.258
H14 -0.281 -2.528 0.090  0.289
H15 1.097 -1.918 -0.469  0.329

**Relative energy (zero: lowest compared OMol25 entry of this formula, charge and spin)**: 41.1 kcal/mol
**Largest force on an atom**: 5.13 eV/Å
**Orbital gap (alpha / beta)**: 4.55 / 9.02 eV
**<S²>**: 0.753
**Multiplicity**: 2
**E_LUMO (alpha / beta)**: 0.545 / 0.537 eV



The following is a quantum chemistry calculation of a single C5H15N2 molecule, from the OMol25 dataset.

Each line ends with the Mulliken charge.
Geometry (Å):
N1 -2.408 -0.785 0.680  -2.106
C1 -1.409 -1.289 -0.410  -1.386
C2 -0.063 -1.389 0.256  -0.688
N2 0.421 -0.161 0.850  -0.329
C3 1.538 1.976 0.576  -1.543
C4 0.632 0.976 -0.103  0.431
C5 1.276 0.533 -1.417  -1.335
H1 -2.404 -1.520 1.414  0.697
H2 -2.053 0.085 1.119  0.525
H3 -3.410 -0.538 0.345  1.194
H4 -1.602 -0.563 -1.205  0.668
H5 -1.772 -2.214 -0.850  0.184
H6 0.628 -2.000 -0.346  0.374
H7 -0.242 -2.053 1.114  0.611
H8 1.347 -0.262 1.250  0.281
H9 1.901 2.834 0.011  0.365
H10 2.449 1.528 0.990  0.370
H11 1.159 2.422 1.507  0.406
H12 -0.372 1.322 -0.339  0.261
H13 1.291 1.253 -2.244  0.405
H14 2.306 0.164 -1.313  0.295
H15 0.787 -0.321 -1.887  0.320

**Relative energy (zero: lowest compared OMol25 entry of this formula, charge and spin)**: 44.1 kcal/mol
**Largest force on an atom**: 2.19 eV/Å
**Orbital gap (alpha / beta)**: 4.29 / 10.39 eV
**<S²>**: 0.751
**Multiplicity**: 2
**E_LUMO (alpha / beta)**: 0.842 / 0.754 eV



The following is a quantum chemistry calculation of a gas-phase ion, C5H15N2 (charge +1), from the OMol25 dataset.

Each line ends with the Mulliken charge.
Geometry (Å):
C1 0.542 -2.249 0.952  -1.257
C2 -0.473 -1.222 0.489  -0.352
N1 0.166 0.146 0.403  -0.051
C3 0.689 0.600 1.729  -0.948
C4 -0.739 1.181 -0.201  -0.618
C5 -0.813 0.994 -1.697  -0.582
N2 0.555 1.063 -2.236  -0.537
H1 0.774 -2.153 2.011  0.408
H2 0.017 -3.207 0.969  0.408
H3 1.404 -2.283 0.292  0.333
H4 -0.839 -1.443 -0.510  0.282
H5 -1.346 -1.152 1.138  0.353
H6 0.970 0.020 -0.213  0.481
H7 1.299 1.487 1.557  0.380
H8 1.341 -0.152 2.134  0.378
H9 -0.160 0.836 2.357  0.378
H10 -1.690 1.114 0.325  0.324
H11 -0.295 2.138 0.086  0.377
H12 -1.503 1.677 -2.177  0.429
H13 -1.246 0.008 -1.889  0.358
H14 0.555 0.565 -3.114  0.236
H15 0.789 2.032 -2.406  0.220

**Relative energy (zero: lowest compared OMol25 entry of this formula, charge and spin)**: 8.3 kcal/mol
**Largest force on an atom**: 1.30 eV/Å
**Orbital gap**: 11.55 eV
**Multiplicity**: 1
**E_LUMO**: -2.543 eV
**Net charge**: +1



The following is a quantum chemistry calculation of 2 unconnected molecules or ions with the total composition C5H15N2, from the OMol25 dataset.

Each line ends with the Mulliken charge.
Geometry (Å):
C1 1.472 1.750 -0.598  -1.020
C2 0.301 2.318 -0.317  -0.071
N1 -0.797 2.349 -1.168  -0.394
H1 1.702 1.469 -1.619  0.338
H2 2.240 1.637 0.149  0.353
H3 0.098 2.674 0.686  0.333
H4 -0.540 2.249 -2.145  0.238
H5 -1.387 3.162 -1.054  0.244
C3 0.669 -1.049 2.117  -1.075
C4 0.151 -1.759 0.884  -0.432
N2 -0.490 -0.794 -0.074  0.003
C5 -1.166 -1.444 -1.230  -0.887
H6 -0.147 -0.586 2.679  0.342
H7 1.150 -1.771 2.772  0.373
H8 1.397 -0.278 1.869  0.266
H9 0.927 -2.283 0.332  0.366
H10 -0.613 -2.491 1.145  0.391
H11 0.200 -0.090 -0.393  0.147
H12 -1.187 -0.244 0.435  0.412
H13 -0.446 -2.065 -1.752  0.376
H14 -1.572 -0.675 -1.872  0.322
H15 -1.962 -2.080 -0.846  0.375

**Relative energy (zero: lowest compared OMol25 entry of this formula, charge and spin)**: 17.2 kcal/mol
**Largest force on an atom**: 0.50 eV/Å
**Orbital gap**: 9.81 eV
**Multiplicity**: 1
**E_LUMO**: -2.806 eV
**Net charge**: +1



The following is a quantum chemistry calculation of 2 unconnected molecules or ions with the total composition C5H15N2, from the OMol25 dataset.

Each line ends with the Mulliken charge.
Geometry (Å):
C1 0.253 1.561 1.613  -1.054
N1 1.242 1.207 0.553  -0.011
C2 1.511 2.228 -0.447  -0.916
H1 -0.039 0.664 2.150  0.394
H2 0.737 2.279 2.299  0.392
H3 -0.641 2.037 1.160  0.390
H4 0.893 0.291 0.132  0.409
H5 2.128 1.001 1.086  0.397
H6 0.660 2.414 -1.115  0.311
H7 2.377 1.888 -1.019  0.369
H8 1.840 3.146 0.048  0.392
C3 -2.287 -1.919 -0.272  -1.183
C4 -1.119 -1.086 0.285  -0.432
C5 0.425 -1.657 -1.346  -0.279
N2 -0.139 -0.696 -0.713  -0.381
H9 -3.077 -1.842 0.465  0.395
H10 -2.678 -1.403 -1.183  0.317
H11 -1.969 -2.925 -0.469  0.379
H12 -0.646 -1.622 1.144  0.306
H13 -1.458 -0.131 0.681  0.313
H14 0.265 -2.737 -1.128  0.232
H15 1.195 -1.400 -2.122  0.260

**Relative energy (zero: lowest compared OMol25 entry of this formula, charge and spin)**: 36.6 kcal/mol
**Largest force on an atom**: 2.53 eV/Å
**Orbital gap**: 11.10 eV
**Multiplicity**: 1
**E_LUMO**: -3.050 eV
**Net charge**: +1



The following is a quantum chemistry calculation of a gas-phase ion, C5H15N2 (charge +1), from the OMol25 dataset.

Each line ends with the Mulliken charge.
Geometry (Å):
C1 -2.578 -0.841 -0.021  -0.944
C2 -1.617 0.275 0.444  -0.748
C3 -0.255 0.330 -0.435  -0.341
N1 0.414 1.659 -0.528  -0.186
C4 0.829 -0.543 0.239  0.098
C5 1.997 -0.935 -0.744  -1.208
N2 1.274 0.306 1.325  -0.601
H1 -3.657 -0.385 -0.163  0.315
H2 -2.152 -1.002 -1.005  0.287
H3 -2.494 -1.672 0.659  0.301
H4 -2.128 1.173 0.163  0.359
H5 -1.320 0.377 1.441  0.494
H6 -0.512 -0.230 -1.365  0.177
H7 0.984 1.528 0.364  0.447
H8 -0.244 2.497 -0.524  0.365
H9 1.160 1.709 -1.237  0.356
H10 0.380 -1.425 0.628  0.428
H11 2.951 -1.004 -0.210  0.353
H12 2.177 -0.161 -1.529  0.273
H13 1.895 -1.866 -1.289  0.343
H14 2.182 0.089 1.653  0.213
H15 0.716 0.122 2.136  0.220

**Relative energy (zero: lowest compared OMol25 entry of this formula, charge and spin)**: 30.5 kcal/mol
**Largest force on an atom**: 3.29 eV/Å
**Orbital gap**: 12.00 eV
**Multiplicity**: 1
**E_LUMO**: -3.013 eV
**Net charge**: +1



The following is a quantum chemistry calculation of a gas-phase ion, C5H15N2 (charge +1), from the OMol25 dataset.

Each line ends with the Mulliken charge.
Geometry (Å):
C1 -2.327 1.709 -0.901  -1.041
C2 -1.614 1.353 0.415  -0.406
C3 -1.109 -0.065 0.482  -0.755
N1 0.054 -0.248 -0.423  -0.110
C4 0.807 -1.545 -0.240  -0.706
C5 1.934 -1.292 0.702  -0.518
N2 2.759 -0.236 0.136  -0.560
H1 -3.394 1.518 -0.823  0.320
H2 -2.114 2.727 -1.199  0.323
H3 -1.974 1.037 -1.693  0.269
H4 -2.275 1.553 1.261  0.377
H5 -0.747 2.013 0.543  0.286
H6 -1.844 -0.818 0.215  0.399
H7 -0.730 -0.264 1.479  0.363
H8 0.773 0.463 -0.210  0.459
H9 -0.199 -0.072 -1.395  0.383
H10 0.117 -2.322 0.076  0.344
H11 1.096 -1.868 -1.240  0.388
H12 1.568 -0.946 1.673  0.346
H13 2.462 -2.222 0.944  0.398
H14 3.338 -0.609 -0.613  0.209
H15 3.421 0.133 0.810  0.232

**Relative energy (zero: lowest compared OMol25 entry of this formula, charge and spin)**: 6.9 kcal/mol
**Largest force on an atom**: 1.42 eV/Å
**Orbital gap**: 11.50 eV
**Multiplicity**: 1
**E_LUMO**: -2.763 eV
**Net charge**: +1



The following is a quantum chemistry calculation of 2 unconnected molecules or ions with the total composition C5H15N2, from the OMol25 dataset.

Each line ends with the Mulliken charge.
Geometry (Å):
N1 0.027 -2.879 1.839  -0.305
C1 0.061 -3.098 0.542  0.265
N2 1.065 -2.826 -0.283  -0.294
H1 0.817 -2.397 2.298  0.247
H2 -0.805 -3.080 2.363  0.262
H3 -0.940 -3.310 0.076  0.305
H4 0.923 -2.962 -1.279  0.263
H5 1.922 -2.439 0.037  0.227
C2 -1.515 0.415 0.406  -0.993
C3 -0.729 1.142 -0.707  -0.296
C4 0.442 1.937 -0.183  -0.329
C5 1.009 2.997 -1.170  -1.134
H6 -0.817 -0.240 0.978  0.098
H7 -2.318 -0.172 0.021  0.353
H8 -1.883 1.207 1.118  0.363
H9 -1.415 1.892 -1.182  0.298
H10 -0.446 0.397 -1.491  0.231
H11 1.142 1.153 0.167  0.227
H12 0.125 2.524 0.720  0.278
H13 1.358 2.487 -2.105  0.297
H14 1.808 3.562 -0.701  0.345
H15 0.170 3.688 -1.465  0.293

**Relative energy (zero: lowest compared OMol25 entry of this formula, charge and spin)**: 15.8 kcal/mol
**Largest force on an atom**: 2.09 eV/Å
**Orbital gap**: 9.76 eV
**Multiplicity**: 1
**E_LUMO**: -4.120 eV
**Net charge**: +1



The following is a quantum chemistry calculation of 2 unconnected molecules or ions with the total composition C5H15N2, from the OMol25 dataset.

Each line ends with the Mulliken charge.
Geometry (Å):
C1 0.430 1.387 -1.166  -0.374
N1 0.830 0.455 -0.180  -0.102
C2 1.745 -2.487 0.054  -0.656
C3 1.307 -2.191 1.534  -0.661
C4 -1.101 0.987 -1.482  -0.583
N2 -1.871 0.648 -0.201  0.157
C5 -2.305 1.884 0.568  -0.720
H1 1.150 1.544 -1.969  0.438
H2 0.258 2.398 -0.711  0.385
H3 1.486 -1.698 -0.650  0.239
H4 2.819 -2.708 -0.001  0.324
H5 1.239 -3.435 -0.247  0.314
H6 0.343 -1.689 1.446  0.151
H7 1.239 -3.139 2.123  0.363
H8 1.975 -1.485 2.016  0.281
H9 -1.555 1.721 -2.152  0.406
H10 -0.973 0.046 -2.021  0.358
H11 -0.952 0.361 0.251  0.278
H12 1.423 0.922 0.506  0.293
H13 -1.595 2.662 0.888  0.373
H14 -3.066 2.339 -0.085  0.386
H15 -2.825 1.480 1.480  0.350

**Relative energy (zero: lowest compared OMol25 entry of this formula, charge and spin)**: 217.6 kcal/mol
**Largest force on an atom**: 8.06 eV/Å
**Orbital gap (alpha / beta)**: 5.25 / 4.81 eV
**<S²>**: 1.005
**Multiplicity**: 2
**E_LUMO (alpha / beta)**: -14.040 / -14.435 eV
**Net charge**: +2



no.,DFT total energy (hartree)
1,-572.75458
2,-875.53028
3,-254.21607
4,-308.87569
5,-308.87087
6,-308.77936
7,-308.76531
8,-308.73434
9,-308.74411
10,-308.78163
11,-308.76746
12,-307.99142